(1)
# C18H32N2O4

The molecule C18H32N2O4 (ωB97M-V/def2-TZVPD, OMol25).

Geometry as ORCA input:
```
! wB97M-V def2-TZVPD RIJCOSX def2/J DEFGRID3
* xyz 0 1
H -0.975 -3.347 2.183
H -0.746 -3.849 4.601
H 2.947 2.404 3.488
H 2.051 4.355 2.360
C -0.284 -0.705 1.893
H -0.290 5.016 -1.249
H -1.213 -0.962 1.377
C 2.193 2.221 2.728
H 0.145 -5.021 3.630
O 1.752 0.843 -0.475
H 0.705 3.700 3.310
O -2.266 2.256 -1.644
C 0.995 -2.365 0.520
H 2.676 1.916 1.803
C 0.098 -3.976 3.927
C -1.676 -2.220 -4.341
H 1.168 -4.313 1.421
C 1.394 3.487 2.485
H -1.621 4.151 -0.462
N -0.150 2.921 -1.207
C 0.915 -0.900 0.960
H 0.153 -1.088 -4.309
H -1.194 -3.163 -4.588
H -0.291 -1.802 -2.763
O 0.637 3.323 1.281
N -0.213 -0.100 -1.025
C -0.439 0.746 -2.184
H 1.009 -3.733 4.470
H -0.354 0.341 2.196
H 0.802 2.595 -1.078
C 0.130 4.428 0.745
H 0.096 -2.638 -0.038
O 0.200 5.519 1.248
H -2.294 -0.149 -2.754
H -2.027 1.876 -4.110
H -2.151 0.477 -5.167
C -0.049 -3.076 2.704
H -0.575 1.217 -4.874
H 1.543 1.417 3.062
C -0.139 -1.606 3.117
C 1.124 -3.270 1.742
H 1.854 -2.505 -0.140
H 0.763 -1.332 3.669
H 1.830 -0.654 1.508
H -0.993 -0.660 -0.722
H -2.527 -2.428 -3.696
H -0.993 -1.462 3.782
C -1.530 0.962 -4.420
H 2.057 -3.043 2.264
H 0.545 0.969 -2.613
C -1.321 0.041 -3.220
C -1.070 2.050 -1.664
H -2.047 -1.779 -5.262
C -0.532 4.168 -0.596
C -0.689 -1.291 -3.643
C 0.866 0.040 -0.231
*
```

The gap between HOMO and LUMO is 10.1 eV.



(2)
# C4H7FOS

A cluster of 2 separate species, C4H7FOS in total in a non-equilibrium geometry (ωB97M-V/def2-TZVPD, OMol25).

Geometry as ORCA input:
```
! wB97M-V def2-TZVPD RIJCOSX def2/J DEFGRID3
* xyz 0 1
H -2.126 1.616 0.458
C -1.002 -0.024 -0.050
H 1.041 0.422 -0.325
S 0.999 -1.706 0.669
C 0.408 -0.319 0.003
F 4.244 0.239 0.516
H -1.512 1.815 -1.249
O 2.458 -1.492 0.842
C -1.250 1.462 -0.239
H -1.483 -2.026 -0.615
H -2.946 -0.723 -0.390
H -0.381 2.023 -0.032
C -1.866 -1.021 -0.355
H 3.416 -0.267 0.768
*
```

The gap between HOMO and LUMO is 7.9 eV.



(3)
# C4H10NO

A cluster of 2 separate species, C4H10NO in total in a non-equilibrium geometry (ωB97M-V/def2-TZVPD, OMol25).

Geometry as ORCA input:
```
! wB97M-V def2-TZVPD RIJCOSX def2/J DEFGRID3
* xyz 1 1
H -1.270 1.309 -0.368
H 1.830 1.923 1.481
O -0.642 -2.344 -2.133
H 0.448 2.738 0.873
H -0.213 -1.488 1.077
H -1.424 -2.640 -2.621
C 0.271 0.561 0.889
H 0.375 1.978 2.473
C -0.173 0.039 -1.428
H -0.751 0.249 -2.309
H 0.849 -0.758 2.387
C 0.301 -0.624 1.466
C 0.741 1.862 1.457
H -0.627 -2.991 -1.409
H 0.749 -0.507 -1.471
N -0.464 0.692 -0.363
*
```

The gap between HOMO and LUMO is 10.1 eV.



(4)
# C6H10O

The molecule C6H10O in a non-equilibrium geometry (ωB97M-V/def2-TZVPD, OMol25).

Geometry as ORCA input:
```
! wB97M-V def2-TZVPD RIJCOSX def2/J DEFGRID3
* xyz 0 1
C 0.895 -0.083 0.239
H -0.165 1.537 -0.735
H -3.315 0.024 -1.401
H 1.772 1.827 0.872
H 3.178 -0.749 1.578
O -1.459 -1.574 -0.659
H -0.587 -1.754 -1.079
C -1.447 -0.151 -0.592
H 3.866 -0.006 0.408
C 1.833 0.713 0.766
H -2.618 1.543 -1.000
C 3.139 0.185 1.142
C -2.799 0.484 -0.582
H 0.787 -1.150 0.501
H 3.637 0.769 1.882
C -0.216 0.544 -0.336
H -3.318 0.394 0.415
*
```

The gap between HOMO and LUMO is 8.2 eV.



(5)
# C3H4N4

The molecule C3H4N4 in a non-equilibrium geometry (ωB97M-V/def2-TZVPD, OMol25).

Geometry as ORCA input:
```
! wB97M-V def2-TZVPD RIJCOSX def2/J DEFGRID3
* xyz 0 1
C -0.132 1.024 0.140
H 2.216 0.863 0.458
C -0.301 -1.095 -0.353
H -2.054 -0.093 -0.194
C 1.203 0.339 0.231
H 0.370 2.808 0.544
H -0.140 -3.027 -0.450
N -0.881 -2.212 -0.478
N -0.995 0.081 -0.230
N -0.437 2.209 0.384
N 1.151 -0.896 -0.052
*
```

The gap between HOMO and LUMO is 9.3 eV.



(6)
# C13H27Br12NO2

A cluster of 7 separate species, C13H27Br12NO2 in total in a non-equilibrium geometry (ωB97M-V/def2-TZVPD, OMol25).

Geometry as ORCA input:
```
! wB97M-V def2-TZVPD RIJCOSX def2/J DEFGRID3
* xyz 0 1
H -0.545 3.186 5.291
H 0.631 -4.277 4.751
H -3.095 3.007 5.983
C -2.262 -1.905 -3.114
Br 1.225 -1.049 3.886
H -2.942 1.361 5.304
C -0.778 6.243 -1.064
H 0.267 5.928 -0.811
H -2.242 -1.942 -2.051
C 2.225 -0.450 -5.771
H 2.396 0.184 -6.675
C -2.433 2.088 5.829
H 0.537 -0.146 1.567
H -0.721 6.456 -2.091
C 2.628 -2.969 -1.902
H 1.887 -3.299 5.486
H 2.483 -0.200 -3.586
Br -2.769 -0.350 -5.432
H 1.843 -2.296 -2.197
Br -1.329 7.837 -0.110
C 0.045 -2.268 4.958
N -0.363 -0.672 -0.164
H -0.419 -1.775 5.820
Br -1.872 1.416 7.591
H -2.653 5.013 -1.100
Br 3.566 -2.027 -5.819
C 0.855 -3.480 5.408
H 1.456 -3.831 -0.240
H -0.765 -2.616 4.307
H 3.462 0.919 -4.698
C 2.556 0.348 -4.536
C 0.018 0.378 0.782
O -0.126 -0.525 -1.356
H -1.168 -0.120 -3.685
H 1.274 -0.923 -5.956
H -0.585 1.497 4.863
C -1.677 5.105 -0.623
H -2.717 0.236 -2.955
Br -0.691 -2.910 -3.730
C -1.206 2.341 4.932
H -3.184 -2.438 -3.414
O -0.917 -1.666 0.323
H -0.831 0.831 1.243
H -1.825 5.077 0.454
Br -0.945 3.320 -1.171
Br 3.792 -1.909 -0.878
C -2.200 -0.459 -3.631
Br 1.018 1.599 -4.444
Br 3.470 -5.309 -0.439
H 0.581 1.159 0.256
Br -1.942 2.841 3.199
H 3.218 -3.409 -2.794
H 1.461 -4.730 -1.833
C 2.066 -4.139 -1.117
Br 0.244 -4.283 7.150
*
```

The gap between HOMO and LUMO is 9.6 eV.